[1]
C36H69Cl24NO4P | ωB97M-V/def2-TZVPD

```
135
Properties=species:S:1:pos:R:3
C 5.29 1.64 0.89
C 4.96 1.78 -0.25
C 4.51 1.85 -1.64
C 3.22 2.70 -1.89
P 3.80 4.42 -1.82
O 4.09 4.85 -0.43
O 5.13 4.48 -2.72
O 2.75 5.40 -2.48
C 2.26 2.37 -0.75
C 0.78 2.60 -1.01
C 0.02 1.84 0.10
C 0.40 4.10 -0.88
N 0.34 2.02 -2.30
O -0.92 2.17 -2.51
C 1.16 2.26 -3.51
C 0.86 1.07 -4.46
C 0.74 3.52 -4.28
C 2.68 2.27 -3.27
H 5.68 1.44 1.86
H 5.35 2.24 -2.22
H 4.32 0.82 -1.96
H 5.52 5.35 -2.56
H 2.81 6.27 -2.06
H 2.54 2.89 0.17
H 2.41 1.31 -0.57
H -1.01 2.16 0.18
H 0.56 1.96 1.03
H 0.07 0.77 -0.13
H 1.07 4.59 -0.18
H -0.59 4.16 -0.44
H 0.35 4.63 -1.82
H 1.73 0.78 -5.04
H 0.02 1.33 -5.10
H 0.53 0.24 -3.85
H 1.24 3.46 -5.24
H 1.08 4.44 -3.81
H -0.33 3.52 -4.48
H 3.05 1.26 -3.45
H 3.14 2.89 -4.04
Cl 5.58 -1.72 -1.17
C 6.46 -2.01 -2.69
C 6.02 -1.07 -3.77
Cl 4.34 -1.37 -4.29
H 6.31 -3.05 -2.97
H 7.52 -1.86 -2.49
H 6.65 -1.19 -4.65
H 6.08 -0.03 -3.44
Cl 2.37 2.89 3.09
C 1.74 3.28 4.71
C 0.25 3.15 4.77
Cl -0.59 4.39 3.80
H 2.08 4.28 4.96
H 2.19 2.58 5.40
H -0.08 3.27 5.80
H -0.08 2.18 4.42
Cl 2.36 -1.21 -0.18
C 2.93 -2.21 1.18
C 2.18 -1.90 2.44
Cl 2.57 -0.26 3.03
H 4.00 -2.04 1.30
H 2.77 -3.25 0.90
H 2.45 -2.60 3.23
H 1.10 -1.95 2.29
Cl -1.17 -1.17 -5.58
C -2.70 -0.32 -5.26
C -3.17 -0.55 -3.84
Cl -3.66 -2.25 -3.59
H -3.43 -0.65 -5.99
H -2.51 0.74 -5.40
H -4.03 0.07 -3.63
H -2.38 -0.32 -3.13
Cl -4.01 -4.61 0.58
C -3.00 -4.61 -0.89
C -1.65 -5.24 -0.66
Cl -0.62 -4.25 0.41
H -2.90 -3.59 -1.23
H -3.55 -5.18 -1.65
H -1.13 -5.32 -1.62
H -1.73 -6.23 -0.22
Cl 3.93 2.19 -6.33
C 3.47 1.62 -7.96
C 2.80 2.69 -8.78
Cl 1.18 3.11 -8.15
H 2.83 0.75 -7.83
H 4.39 1.31 -8.45
H 2.65 2.32 -9.79
H 3.39 3.60 -8.81
Cl 1.98 7.71 0.27
C 2.43 6.81 1.74
C 1.62 7.22 2.94
Cl 2.00 8.87 3.49
H 3.50 6.95 1.90
H 2.26 5.75 1.53
H 1.85 6.55 3.76
H 0.56 7.17 2.73
Cl -4.51 -4.57 6.15
C -3.87 -4.27 4.51
C -2.37 -4.36 4.46
Cl -1.60 -3.03 5.36
H -4.23 -3.29 4.20
H -4.32 -5.02 3.86
H -2.04 -4.29 3.42
H -2.02 -5.30 4.88
Cl -6.95 -6.18 3.25
C -7.67 -5.82 4.85
C -9.16 -6.01 4.85
Cl -9.99 -4.79 3.84
H -7.39 -4.80 5.11
H -7.20 -6.50 5.56
H -9.54 -5.90 5.86
H -9.43 -6.99 4.47
Cl -7.68 -4.63 7.88
C -7.23 -2.94 8.22
C -8.35 -1.98 7.93
Cl -8.69 -1.89 6.18
H -6.34 -2.71 7.63
H -6.96 -2.89 9.28
H -8.08 -0.98 8.26
H -9.27 -2.28 8.43
Cl 1.60 -2.93 -7.27
C 0.94 -3.91 -8.60
C -0.16 -3.20 -9.34
Cl -1.63 -3.00 -8.35
H 0.59 -4.85 -8.19
H 1.76 -4.11 -9.29
H -0.45 -3.77 -10.22
H 0.16 -2.21 -9.66
Cl -0.77 -0.25 7.17
C -0.29 -1.23 8.59
C -1.17 -0.97 9.78
Cl -0.93 0.67 10.45
H 0.75 -1.02 8.80
H -0.38 -2.28 8.29
H -0.92 -1.67 10.57
H -2.22 -1.08 9.53
```

E_HOMO (alpha / beta): -8.0 / -9.2 eV
net charge: 0
spin multiplicity: 2
LUMO (alpha / beta): 0.4 / 0.4 eV
⟨S²⟩: 0.754
electronic energy: -357961.2517 eV

Here are the Mulliken charges for atoms 1 to 2, given in e: -0.0548 -1.0915


[2]
C36H69FN5O12S6 | ωB97M-V/def2-TZVPD

```
129
Properties=species:S:1:pos:R:3
C 2.18 3.32 3.50
C 2.07 1.95 2.87
C 0.97 1.19 3.54
F 1.38 0.08 4.23
C -0.01 0.78 2.50
C 0.37 -0.04 1.44
C -0.53 -0.33 0.51
C -1.81 0.21 0.63
C -2.82 -0.06 -0.41
C -3.33 1.23 -1.06
C -4.83 1.29 -1.11
C -5.47 1.68 0.22
N -6.25 0.56 0.77
C -7.31 0.95 1.58
N -8.50 0.72 1.19
N -6.91 1.55 2.80
N -2.19 0.96 1.63
N -1.24 1.21 2.55
H 2.54 3.25 4.51
H 1.18 3.73 3.47
H 2.81 3.94 2.90
H 3.01 1.42 2.88
H 1.82 2.11 1.83
H 0.47 1.86 4.23
H 1.37 -0.41 1.40
H -0.30 -0.96 -0.32
H -3.64 -0.59 0.05
H -2.39 -0.66 -1.19
H -2.92 2.09 -0.55
H -2.97 1.30 -2.07
H -5.22 0.34 -1.46
H -5.15 2.02 -1.84
H -6.09 2.56 0.09
H -4.67 1.95 0.88
H -6.69 0.10 -0.01
H -9.18 1.00 1.89
H -6.91 0.83 3.51
H -7.62 2.21 3.07
H -1.53 1.80 3.32
C 7.67 0.65 4.95
C 6.93 -0.58 5.48
C 5.58 -0.66 4.75
S 5.84 0.12 3.15
O 5.04 1.31 3.06
O 5.77 -0.88 2.11
C 7.55 0.59 3.43
H 8.71 0.66 5.26
H 7.20 1.56 5.32
H 7.51 -1.48 5.28
H 6.78 -0.53 6.56
H 5.25 -1.68 4.59
H 4.81 -0.09 5.27
H 7.75 1.53 2.93
H 8.17 -0.20 3.01
C -3.09 5.73 1.71
C -2.84 7.06 2.43
C -1.91 6.77 3.61
S -0.93 5.34 3.13
O -1.25 4.21 3.99
O 0.43 5.77 2.93
C -1.72 5.08 1.55
H -3.57 5.88 0.74
H -3.74 5.09 2.31
H -2.36 7.77 1.75
H -3.77 7.52 2.78
H -1.23 7.59 3.83
H -2.47 6.50 4.51
H -1.76 4.02 1.33
H -1.13 5.59 0.79
C -2.64 4.99 -5.99
C -4.04 5.12 -5.36
C -4.08 4.18 -4.14
S -2.39 4.05 -3.55
O -1.94 2.69 -3.72
O -2.27 4.71 -2.27
C -1.65 5.06 -4.83
H -2.46 5.77 -6.72
H -2.55 4.02 -6.49
H -4.20 6.15 -5.03
H -4.83 4.87 -6.07
H -4.70 4.57 -3.34
H -4.42 3.18 -4.41
H -0.66 4.68 -5.07
H -1.58 6.08 -4.44
C 3.80 -1.47 -1.25
C 3.42 -2.36 -2.44
C 4.70 -2.66 -3.21
S 6.04 -2.59 -2.01
O 6.91 -1.49 -2.34
O 6.57 -3.91 -1.79
C 5.03 -2.11 -0.61
H 2.98 -1.38 -0.53
H 4.05 -0.46 -1.60
H 2.98 -3.29 -2.07
H 2.68 -1.88 -3.08
H 4.69 -3.65 -3.66
H 4.90 -1.91 -3.97
H 5.58 -1.44 0.04
H 4.76 -3.02 -0.08
C 2.65 -8.02 -4.63
C 1.72 -7.67 -5.80
C 1.01 -6.36 -5.44
S 2.12 -5.46 -4.35
O 1.52 -5.35 -3.05
O 2.65 -4.30 -5.04
C 3.39 -6.73 -4.29
H 3.34 -8.81 -4.88
H 2.06 -8.34 -3.77
H 2.31 -7.54 -6.70
H 1.00 -8.46 -5.99
H 0.81 -5.74 -6.32
H 0.08 -6.53 -4.90
H 3.84 -6.73 -3.30
H 4.14 -6.48 -5.04
C -2.71 -4.79 2.23
C -1.21 -4.49 2.12
C -0.72 -5.06 0.78
S -2.14 -5.04 -0.32
O -2.51 -6.39 -0.64
O -1.94 -4.04 -1.35
C -3.31 -4.41 0.88
H -3.18 -4.25 3.05
H -2.86 -5.86 2.41
H -1.06 -3.40 2.14
H -0.65 -4.91 2.95
H 0.07 -4.46 0.34
H -0.39 -6.09 0.88
H -4.29 -4.85 0.70
H -3.36 -3.33 0.76
```

E_HOMO: -11.2 eV
net charge: +1
LUMO: -3.8 eV
electronic energy: -138192.3693 eV

Here are the Mulliken charges for atoms 1 to 2, given in e: -1.0255 0.0602


[3]
C36H70N3P2ReSi2Te | ωB97M-V/def2-TZVPD

```
115
Properties=species:S:1:pos:R:3
Re -0.55 1.05 0.10
C -0.47 2.56 5.02
C -0.52 2.68 3.49
C 0.45 3.80 3.07
P -0.22 1.07 2.57
C -0.95 -0.25 3.63
C -2.47 -0.09 3.70
C -0.57 -1.64 3.16
C 1.58 0.95 2.61
C 2.32 0.92 3.78
C 3.68 1.22 3.79
C 4.49 1.17 5.05
C 4.26 1.62 2.58
C 3.55 1.61 1.40
C 2.21 1.20 1.38
N 1.48 1.04 0.18
C 2.25 0.72 -0.96
C 3.46 0.03 -0.87
C 4.15 -0.32 -2.02
C 3.66 -0.01 -3.29
C 4.40 -0.40 -4.53
C 2.42 0.62 -3.36
C 1.71 0.97 -2.23
P 0.05 1.69 -2.22
C -0.82 0.97 -3.70
C -0.56 1.71 -5.02
C -2.32 0.81 -3.50
C 0.37 3.47 -2.60
C -0.89 4.33 -2.77
C 1.38 4.10 -1.64
H -0.81 3.50 5.44
H 0.55 2.41 5.37
H -1.10 1.78 5.44
H -1.54 2.97 3.23
H 1.43 3.43 2.76
H 0.62 4.46 3.92
H 0.07 4.46 2.29
H -0.51 -0.09 4.61
H -2.93 -0.35 2.74
H -2.79 0.90 4.00
H -2.88 -0.79 4.43
H -1.00 -1.86 2.18
H -0.95 -2.38 3.86
H 0.51 -1.77 3.10
H 1.84 0.68 4.72
H 3.90 0.82 5.89
H 4.88 2.16 5.29
H 5.35 0.51 4.93
H 5.29 1.94 2.57
H 4.03 1.93 0.48
H 3.86 -0.28 0.09
H 5.08 -0.86 -1.93
H 5.47 -0.52 -4.33
H 4.27 0.35 -5.31
H 4.03 -1.35 -4.91
H 2.01 0.83 -4.34
H -0.37 -0.03 -3.77
H -1.07 2.67 -5.04
H -0.96 1.11 -5.84
H 0.49 1.88 -5.23
H -2.83 1.77 -3.50
H -2.55 0.28 -2.57
H -2.74 0.23 -4.32
H 0.86 3.40 -3.58
H -1.13 4.90 -1.87
H -1.77 3.76 -3.06
H -0.73 5.07 -3.55
H 1.11 3.97 -0.59
H 1.44 5.17 -1.83
H 2.38 3.69 -1.78
N -2.76 0.94 0.09
C -3.38 2.26 -0.20
C -2.65 3.27 0.65
N -1.20 3.14 0.37
H -3.12 0.23 -0.55
H -3.07 0.63 1.01
H -4.45 2.25 0.00
H -3.23 2.47 -1.26
H -2.82 3.04 1.71
H -3.00 4.29 0.47
H -0.67 3.62 1.10
H -1.00 3.65 -0.50
C -4.52 -1.84 0.25
Si -3.55 -3.18 -0.62
C -3.03 -4.44 0.66
C -4.57 -3.96 -1.96
C -2.07 -2.45 -1.60
Te -0.26 -1.57 -0.87
C 0.27 -3.26 0.32
Si 1.37 -4.56 -0.57
C 0.77 -4.78 -2.33
C 1.18 -6.10 0.45
C 3.11 -3.90 -0.51
H -5.44 -2.29 0.64
H -4.84 -1.04 -0.42
H -3.99 -1.43 1.12
H -3.93 -4.87 1.10
H -2.44 -4.02 1.47
H -2.48 -5.27 0.22
H -5.52 -4.31 -1.57
H -4.07 -4.82 -2.39
H -4.79 -3.26 -2.77
H -2.45 -1.76 -2.36
H -1.64 -3.28 -2.17
H -0.69 -3.69 0.60
H 0.76 -2.93 1.23
H -0.22 -5.25 -2.35
H 1.43 -5.44 -2.88
H 0.72 -3.84 -2.87
H 0.16 -6.48 0.43
H 1.46 -5.93 1.48
H 1.83 -6.89 0.06
H 3.14 -2.84 -0.73
H 3.76 -4.40 -1.23
H 3.54 -4.06 0.48
```

E_HOMO (alpha / beta): -15.8 / -15.9 eV
net charge: +3
spin multiplicity: 2
LUMO (alpha / beta): -9.7 / -9.9 eV
⟨S²⟩: 0.871
electronic energy: -86674.9451 eV

Here are the Mulliken charges for atoms 1 to 2, given in e: 1.9841 -1.8121


Look up the net charge of the second one.
+1


electronic energy of number 1 (C36H69Cl24NO4P)?
-357961.2517 eV


Which of these has the lowest net charge?
C36H69Cl24NO4P


Among the records above, which one has the highest net charge?
C36H70N3P2ReSi2Te